(i)
The following is a quantum chemistry calculation of 4 unconnected molecules or ions with the total composition C2H11NO4, from the OMol25 dataset.

As for the HOMO energy: -0.3549 hartree. As for the LUMO energy: 0.472 eV.

Last column: Löwdin charge in e.
Geometry (Å):
O -2.1623 -0.1371 0.5862  0.0003
O 3.2160 -0.4908 0.2637  -0.0487
O -1.8345 2.1998 -1.6232  -0.0813
O 1.3883 -1.9776 -1.2774  -0.0972
N -0.1966 0.7975 -0.1626  0.0823
C -0.9490 0.0143 0.7414  -0.5618
C -0.2193 -0.2657 2.0395  -0.0206
H 0.7899 -0.6344 1.8035  0.0630
H 0.7995 -1.3275 -1.7712  0.0745
H 0.7870 -2.7586 -1.4296  0.0791
H -0.6953 1.0279 -1.1604  0.1364
H 2.4724 -1.0390 -0.0173  -0.0213
H -1.9369 2.5120 -0.6950  0.0707
H -0.6269 -1.1073 2.6802  0.1090
H 0.7610 0.8554 0.2276  0.0891
H 0.0440 0.5231 2.6494  0.0506
H -2.8140 2.1681 -1.6261  0.0769
H 3.9465 -1.0487 0.1968  -0.0011

=====

(ii)
The following is a quantum chemistry calculation of 4 unconnected molecules or ions with the total composition C2H11NO4, from the OMol25 dataset.

As for the HOMO energy: -0.3611 hartree. As for the LUMO energy: 0.689 eV.

Last column: Löwdin charge in e.
Geometry (Å):
O 0.3191 -1.2632 -0.6367  0.0387
O -0.0163 -4.1859 -0.8803  -0.0641
O -2.4420 3.9572 2.1779  -0.0647
O -2.4345 3.1471 -3.0514  -0.0559
N 1.7783 -2.3297 0.6815  0.1420
C 1.2392 -1.1748 0.1609  -0.5806
C 1.7203 0.0851 0.7822  -0.0134
H 0.2658 -3.3920 -1.3619  0.0203
H -2.6803 4.6920 1.5839  0.0428
H -2.0437 4.4061 2.9206  0.0218
H 0.4494 -4.8950 -1.3316  0.0400
H 1.6901 -0.0722 1.8681  0.0858
H -2.9405 2.5719 -3.6148  0.0233
H 1.1072 0.9338 0.5004  0.0837
H 2.0596 -2.4350 1.6336  0.0951
H 1.5184 -3.1325 0.1192  0.0666
H -2.3715 2.8127 -2.1529  0.0325
H 2.7816 0.2743 0.6012  0.0861

=====

(iii)
The following is a quantum chemistry calculation of 4 unconnected molecules or ions with the total composition C2H11NO4, from the OMol25 dataset.

As for the HOMO energy: -0.3813 hartree. As for the LUMO energy: 0.649 eV.

Last column: Löwdin charge in e.
Geometry (Å):
O -0.3443 1.4648 0.4966  -0.0503
O -1.7281 -0.1655 -2.5330  -0.1188
O 1.4959 -0.3356 -2.8562  -0.0839
O 2.3024 1.2984 -0.8549  -0.1187
N -0.4415 -0.7093 1.4822  0.0034
C -1.2436 -1.4175 2.4756  -0.0612
C -0.4696 0.6611 1.4782  -0.2981
H -2.1280 0.7600 -2.3881  0.0754
H -0.4861 -0.9131 0.5562  0.0852
H 2.9898 1.8872 -0.4248  0.0812
H 1.5465 -0.0375 -1.9445  -0.0251
H -0.2518 1.1235 2.4800  0.1425
H 2.3963 -0.5408 -3.2086  0.0634
H -2.2685 -1.2451 2.3987  0.0650
H -1.1212 -1.0809 3.4923  0.0841
H 1.4141 1.7860 -0.8212  0.0626
H -0.7953 -0.1294 -2.1888  0.0102
H -0.8669 -2.4064 2.3604  0.0830

=====

Need the numbers? Relative energies in kJ/mol: (i) 85.6; (ii) 0.0; (iii) 119.4.

=====

(i)
The following is a quantum chemistry calculation of 6 unconnected molecules or ions with the total composition C16H46N2O8, from the OMol25 dataset.

As for the HOMO energy: -0.3180 hartree. As for the LUMO energy: 0.505 eV.

Last column: Löwdin charge in e.
Geometry (Å):
O -1.2898 0.6537 -2.3833  -0.1886
O -0.7353 -3.8740 -3.6902  -0.1025
O 3.2243 1.1571 -0.4243  -0.1876
O -3.8867 6.7618 1.1565  -0.1874
O -0.3617 -4.2092 2.0494  -0.1313
O 1.7265 -3.5150 4.1018  -0.1070
O -1.0539 1.1130 1.7829  -0.2098
O 1.0955 -2.7878 -0.0328  -0.1414
N 1.3969 -0.6544 -1.8004  -0.0693
N -1.5098 4.0667 1.9553  -0.0642
C -1.3893 3.2546 0.7118  -0.2003
C -4.1661 7.7532 0.1863  -0.1143
C -0.9108 -0.7309 -2.6242  -0.1813
C -2.6719 0.7845 -2.5882  -0.1397
C 3.4834 1.5521 0.9483  -0.0918
C -2.7096 4.8795 2.0096  -0.1966
C -2.8699 5.8797 0.7956  -0.2323
C -1.5572 -4.6901 1.4768  -0.1464
C 0.5705 -0.8559 -2.9860  -0.1954
C 2.2278 -3.5320 0.1428  -0.1893
C 2.9889 -3.9191 3.6831  -0.1924
C -0.2676 -0.0232 2.1142  -0.0973
C 2.8464 -0.6169 -2.0342  -0.1643
C 3.5405 -0.2187 -0.7042  -0.1873
C 0.5584 -4.3517 -3.4933  -0.1824
C -0.4235 2.0786 0.8633  -0.1608
H -3.3076 0.1438 -1.9771  0.0894
H -1.5645 3.3159 2.6286  0.0958
H -1.2000 3.7746 -0.2273  0.1172
H 3.0362 -1.6541 -2.3106  0.1139
H 3.2620 -0.8494 0.1400  0.1014
H 2.9968 -4.7577 2.9868  0.0775
H 3.4683 -3.0789 3.1807  0.0629
H -2.1382 -5.1405 2.2817  0.0797
H 1.1523 -3.8780 -4.2750  0.0805
H -0.3534 1.4969 -0.0559  0.1006
H 1.0282 -4.1530 -2.5300  0.0652
H -2.6751 5.3659 2.9844  0.1164
H -2.2302 -4.0585 0.8968  0.0815
H -2.3596 2.7665 0.6202  0.1113
H 3.0256 2.5215 1.1453  0.0802
H -4.8076 8.4679 0.7020  0.0851
H -1.2717 -4.3099 -3.0240  0.0849
H 0.6785 -1.7601 -3.5851  0.0927
H 2.8846 -3.6480 -0.7193  0.0886
H 0.0173 -3.5604 1.4518  0.0311
H -3.1029 5.3249 -0.1133  0.1094
H 3.5719 -4.1434 4.5763  0.0779
H 1.3064 -2.2297 -0.7848  0.0185
H -3.3486 8.4413 -0.0288  0.0828
H 0.7035 0.3710 2.4136  0.0763
H -2.9930 0.7070 -3.6269  0.0860
H -1.4434 -1.0691 -3.5130  0.1156
H 4.5244 1.5991 1.2679  0.0828
H -1.2481 -5.5306 0.8556  0.0739
H 2.7780 -2.9594 0.8895  0.0635
H -4.6276 7.3673 -0.7226  0.0886
H 1.0869 -3.8978 3.4968  0.0328
H -1.1020 -1.3264 -1.7315  0.1252
H -3.0212 1.7742 -2.2940  0.0810
H 1.9649 -4.4571 0.6558  0.0810
H 0.5587 2.3736 1.2326  0.1070
H 0.6243 -5.4199 -3.7001  0.0814
H 1.1270 0.2999 -1.6090  0.1028
H 3.1340 0.0674 -2.8324  0.1224
H 0.8020 -0.1082 -3.7446  0.1236
H -3.6316 4.2981 2.0033  0.1102
H -0.2270 -0.8355 1.3886  0.0685
H 4.6158 -0.3085 -0.8585  0.1192
H 3.0161 0.8926 1.6796  0.0686
H -1.9294 6.3933 0.5964  0.1203
H -0.6374 -0.5841 2.9725  0.0858

=====

(ii)
The following is a quantum chemistry calculation of 6 unconnected molecules or ions with the total composition C16H46N2O8, from the OMol25 dataset.

As for the HOMO energy: -0.3194 hartree. As for the LUMO energy: 0.457 eV.

Last column: Löwdin charge in e.
Geometry (Å):
O 14.2847 8.5864 6.9029  -0.2065
O 12.1858 13.1373 7.5385  -0.1783
O 10.6275 19.9466 11.5864  -0.1285
O 11.0078 18.0573 9.6071  -0.1353
O 5.5636 17.8804 9.5988  -0.0995
O 10.3851 17.7534 6.9837  -0.1380
O 10.3964 15.9412 13.5047  -0.2289
O 8.2040 14.0710 9.6722  -0.2131
N 13.8319 10.9529 8.5883  -0.0395
N 9.7694 12.5948 12.0766  -0.0704
C 8.2195 14.6422 8.3554  -0.0771
C 9.6224 18.9230 6.8662  -0.1669
C 9.6496 13.9996 12.3754  -0.2061
C 15.0992 7.8265 5.9821  -0.0938
C 8.7487 12.7566 9.7508  -0.2061
C 9.4741 19.8237 12.4164  -0.1143
C 10.5754 16.8643 10.2658  -0.1098
C 12.7844 11.6702 9.3300  -0.2055
C 11.3704 16.7955 14.1248  -0.0950
C 8.6890 12.1895 11.1575  -0.1914
C 12.6963 13.1274 8.8345  -0.2390
C 10.8450 14.6500 13.1701  -0.1954
C 6.7961 17.7458 10.2648  -0.1741
C 14.9389 8.7659 8.1648  -0.2294
C 11.9559 14.4361 7.1154  -0.1205
C 13.9362 9.5180 9.0288  -0.1942
H 7.7308 13.9874 7.6339  0.0898
H 14.5889 7.7030 5.0269  0.0838
H 10.8934 17.7108 14.4751  0.0775
H 16.0422 8.3498 5.8244  0.0823
H 12.9880 8.9951 9.1540  0.1121
H 12.2130 16.9411 13.4489  0.0864
H 10.5506 17.5918 7.9154  0.0063
H 9.2054 14.8546 7.9419  0.0614
H 7.5870 17.4160 9.5910  0.0523
H 11.7282 16.4129 15.0807  0.0808
H 11.2928 14.9874 7.7822  0.0517
H 8.6291 20.0829 11.7785  0.0771
H 8.8339 18.7604 6.1315  0.0727
H 12.9104 14.9500 7.0017  0.0975
H 13.6046 11.0335 7.6075  0.0999
H 6.7871 17.0575 11.1100  0.0862
H 10.2059 19.7771 6.5224  0.0749
H 9.4717 20.4981 13.2727  0.0838
H 10.2417 16.1386 9.5241  0.0548
H 7.7134 12.3354 11.6212  0.1209
H 11.4373 19.8907 12.0989  0.0919
H 8.2307 12.0793 9.0718  0.1246
H 8.9673 11.1445 11.0211  0.1169
H 9.4331 18.7890 12.7568  0.0663
H 7.6220 15.5454 8.4785  0.0731
H 15.3148 7.8286 8.5752  0.1130
H 11.4384 14.4644 6.1565  0.0989
H 13.0654 11.6139 10.3817  0.1150
H 15.2770 6.8327 6.3931  0.0803
H 9.7921 12.8526 9.4504  0.1097
H 11.4317 16.4423 10.7919  0.0798
H 11.0011 14.1819 14.1420  0.1181
H 9.7208 14.5499 11.4373  0.0857
H 14.2549 9.4253 10.0670  0.1088
H 9.7644 17.1281 10.9446  0.0775
H 9.1609 19.0860 7.8402  0.0702
H 12.0867 13.6420 9.5772  0.1038
H 11.7253 14.7067 12.5299  0.1134
H 8.6471 14.1754 12.7656  0.1253
H 13.6753 13.5976 8.7419  0.1254
H 11.7992 11.2066 9.2781  0.1081
H 9.6235 12.1750 12.9836  0.1054
H 15.8767 9.2878 7.9742  0.1160
H 7.0884 18.7442 10.5901  0.0675
H 5.3474 16.9899 9.3126  0.0719
H 11.0305 18.7788 10.2399  0.0380

=====

Need the numbers? Relative energies in kJ/mol: (i) 33.3; (ii) 0.0.

=====

(i)
The following is a quantum chemistry calculation of a single C2H4N2O3 molecule, from the OMol25 dataset.

As for the HOMO energy (spin up / spin down): -0.3414 / -0.3383 hartree. As for the LUMO energy (spin up / spin down): -1.772 / -1.078 eV.

Last column: Löwdin charge in e.
Geometry (Å):
O -0.8810 1.2164 -1.2978  -0.0080
O 0.9470 -1.4237 0.0272  0.0090
O 2.0883 0.9185 0.3590  0.1291
N -1.5114 -0.1886 0.4513  0.1179
N 0.4116 -0.6255 -0.9033  0.1141
C 0.9136 1.0846 0.2703  -0.0598
C -0.5259 0.3512 -0.4533  -0.7675
H 1.7004 -1.8563 -0.4144  0.1375
H 0.4237 1.9664 0.7143  0.1568
H -1.4006 -0.6872 1.3252  0.0796
H -2.1658 -0.7557 -0.0785  0.0913

=====

(ii)
The following is a quantum chemistry calculation of 2 unconnected molecules or ions with the total composition C2H4N2O3, from the OMol25 dataset.

As for the HOMO energy (spin up / spin down): -0.3604 / -0.3603 hartree. As for the LUMO energy (spin up / spin down): 0.146 / 0.146 eV.

Last column: Löwdin charge in e.
Geometry (Å):
O -1.8264 2.3260 2.1522  -0.0018
O 0.6982 -1.6040 0.4806  0.0415
O 0.8128 -2.9083 -1.2686  0.0301
N 0.5323 -0.3446 0.8587  0.0704
N 0.6146 -1.7710 -0.8163  -0.2819
C 0.3781 -0.5475 -1.3220  0.0037
C 0.3022 0.3518 -0.2230  -0.0970
H -1.8610 1.3872 2.3500  0.0428
H -0.0111 -0.4591 -2.3169  0.1274
H -1.4199 2.3887 1.3639  -0.0583
H 0.1948 1.4280 -0.3650  0.1232

=====

(iii)
The following is a quantum chemistry calculation of 2 unconnected molecules or ions with the total composition C2H4N2O3, from the OMol25 dataset.

As for the HOMO energy: -0.3761 hartree. As for the LUMO energy: 0.434 eV.

Last column: Löwdin charge in e.
Geometry (Å):
O 0.9453 1.2652 0.1925  0.1161
O 3.0923 -0.3338 -0.1447  -0.0386
O -0.0783 -0.7414 0.3625  0.0176
N -1.3901 -1.2802 0.0685  0.1150
N -1.4034 0.9202 -0.0745  0.1500
C -0.0724 0.6112 0.1958  -0.5168
C -2.1151 -0.2284 -0.1364  -0.1655
H -3.1670 -0.3117 -0.2621  0.1266
H 2.2347 -0.7483 -0.1570  -0.0020
H 3.6657 -1.0582 0.0159  0.0143
H -1.7117 1.9052 -0.0605  0.1833

=====

Need the numbers? Relative energies in kJ/mol: (i) 463.5; (ii) 381.7; (iii) 0.0.

=====

(i)
The following is a quantum chemistry calculation of 3 unconnected molecules or ions with the total composition C4H13N2O2, from the OMol25 dataset.

As for the HOMO energy: -0.4485 hartree. Its charge is +1. As for the LUMO energy: -9.053 eV.

Last column: Löwdin charge in e.
Geometry (Å):
O -0.3016 0.7805 0.4117  0.0829
O 1.7515 1.6686 -0.8424  -0.0501
N -3.4815 2.7586 2.0330  -0.0236
N 2.0811 -1.3026 -1.6569  0.0800
C 0.1665 -2.0837 -0.3546  -0.0853
C 0.6223 -1.3721 -1.6273  -0.2176
C 0.2071 -0.0828 1.2147  -0.1175
C 0.5982 -1.3913 0.9244  0.1910
H 2.4496 -1.2349 -2.6295  0.1300
H 0.4460 0.2109 2.2584  0.1578
H 0.1740 -0.3675 -1.6562  0.1189
H 2.0376 2.5975 -0.8308  0.0752
H 1.1613 -1.9205 1.6765  0.1516
H 0.9039 1.5832 -0.3862  -0.0197
H -3.1976 2.1841 1.2431  -0.0195
H -4.1006 3.5276 1.7471  0.0129
H 0.2805 -1.8895 -2.5119  0.1326
H -0.9189 -2.2007 -0.3779  0.1675
H 0.6458 -3.0910 -0.2632  0.1440
H -3.9590 2.1607 2.7707  0.0351
H 2.4340 -0.5350 -1.1427  0.0535

=====

(ii)
The following is a quantum chemistry calculation of 2 unconnected molecules or ions with the total composition C4H13N2O2, from the OMol25 dataset.

As for the HOMO energy: -0.4776 hartree. Its charge is +1. As for the LUMO energy: -3.367 eV.

Last column: Löwdin charge in e.
Geometry (Å):
O -1.7722 -0.3723 0.0873  0.0534
O 0.2461 -0.7024 2.6272  -0.0642
N 0.1412 2.6375 -0.7905  0.0798
N 0.2098 -2.1341 -0.6816  0.1643
C -0.1425 1.1758 -0.6964  -0.3508
C 1.2232 -1.0480 -1.0523  -0.1045
C -1.2226 0.6865 0.2665  -0.1771
C 1.0634 0.3642 -0.3814  -0.1276
H 0.3200 -3.0178 -1.3171  0.2137
H 0.2450 2.9548 0.0983  0.0308
H -0.7612 -0.5456 2.5774  0.0928
H -1.2360 1.1629 1.1355  0.0877
H -0.7107 -1.7644 -0.9753  0.1326
H 1.2599 -1.1302 -2.0707  0.0939
H 0.5859 -0.6519 3.4966  0.0282
H 2.1717 -1.4728 -0.7251  0.1323
H -0.4668 0.8797 -1.6861  0.1468
H 1.9301 1.0557 -0.3195  0.1459
H 0.2570 -2.5541 0.2888  0.1865
H 1.1456 -0.0493 0.6997  0.1180
H -0.5177 3.1359 -1.4326  0.1175

=====

(iii)
The following is a quantum chemistry calculation of 2 unconnected molecules or ions with the total composition C4H13N2O2, from the OMol25 dataset.

As for the HOMO energy: -0.4750 hartree. Its charge is +1. As for the LUMO energy: -3.436 eV.

Last column: Löwdin charge in e.
Geometry (Å):
O 1.8538 -2.4368 1.8850  -0.0548
O 1.8849 0.9768 -1.3541  0.0924
N -1.2854 -1.2319 0.9895  0.0137
N -0.4141 1.8878 -2.1491  0.2188
C -0.6883 1.0089 0.1645  -0.1626
C -0.3152 -0.1384 1.2004  -0.2474
C 1.1145 0.0740 -1.2647  -0.1226
C -0.4783 0.6686 -1.2842  -0.2241
H -2.1754 -1.1231 1.4597  0.0780
H 1.4638 -3.2767 2.1883  0.0584
H -1.0872 -0.1216 -1.6922  0.1456
H 2.6042 -2.2722 2.4562  0.0448
H -1.7365 1.0904 0.5052  0.1243
H 0.3179 2.5610 -1.9106  0.1703
H -1.3173 2.3373 -1.9814  0.1795
H -0.8563 -2.0842 1.3256  0.0604
H 1.1832 -1.0020 -1.0780  0.1418
H 0.6177 -0.6109 0.9253  0.0594
H -0.2961 1.5425 -3.1012  0.1796
H -0.3062 0.3098 2.1925  0.1207
H -0.0838 1.8408 0.5234  0.1238

=====

Need the numbers? Relative energies in kJ/mol: (i) 348.8; (ii) 41.1; (iii) 0.0.